(1)
Formula: C4H3N3
Source: OMol25
Level of theory: wB97M-V/def2-TZVPD

XYZ file:
```
10
C4H3N3 (wB97M-V/def2-TZVPD)
N 3.37029 -0.79933 0.04879
C 0.88424 0.00100 0.04143
N 0.59054 1.23386 -0.09425
C -1.22174 -0.54522 0.04416
H 1.42862 1.80393 -0.20206
H -2.86047 0.78734 0.34457
H -2.21127 -1.22996 -0.09011
N -0.05459 -1.02545 0.18732
C 2.25811 -0.48081 0.04404
C -2.18374 0.25465 -0.32391
```

Output
Gap between HOMO and LUMO: 9.65 eV
Charge: 0
Relative energy (zero: lowest compared OMol25 entry of this formula, charge and spin): 106.01 kcal/mol
Strongest force on any atom: 1.28 eV Å⁻¹
HOMO level: -9.9 eV
E_tot: -318.315795 Ha

Just the natural (NBO) charges please, in e? Sure, here they are: number 1, N, carries -0.264; number 2, C, carries 0.316; number 3, N, carries -0.622; number 4, C, carries 0.118; number 5, H, carries 0.366; number 6, H, carries 0.243; number 7, H, carries 0.317; number 8, N, carries -0.531; number 9, C, carries 0.216; number 10, C, carries -0.158

***

(2)
Formula: C4H3N3O
Source: OMol25
Level of theory: wB97M-V/def2-TZVPD

XYZ file:
```
11
C4H3N3O (wB97M-V/def2-TZVPD)
H -0.21118 3.23722 -0.27573
C -0.45299 0.27149 -1.47809
N -0.08483 1.35792 -0.79581
C 0.48625 -0.45000 0.27601
N -0.23598 -0.92545 -0.75133
H -1.08749 0.16297 -2.49457
C 0.26360 -2.40772 2.17131
O -0.21776 2.68690 -1.13357
H 0.32828 -3.28937 2.92445
C 0.56566 -1.50381 1.24370
N 0.64645 0.85987 0.31364
```

Output
Gap between HOMO and LUMO: 9.84 eV
Charge: 0
SMILES string: C#Cc1ncn(O)n1
Relative energy (zero: lowest compared OMol25 entry of this formula, charge and spin): 130.69 kcal/mol
Strongest force on any atom: 9.80 eV Å⁻¹
HOMO level: -9.4 eV
E_tot: -393.511141 Ha

Just the natural (NBO) charges please, in e? Sure, here they are: number 1, H, carries 0.507; number 2, C, carries 0.154; number 3, N, carries 0.084; number 4, C, carries 0.202; number 5, N, carries -0.431; number 6, H, carries 0.238; number 7, C, carries -0.215; number 8, O, carries -0.485; number 9, H, carries 0.273; number 10, C, carries -0.025; number 11, N, carries -0.303